1.
17
Properties=species:S:1:pos:R:3:mulliken_charge:R:1 method="wB97M-V/def2-TZVPD" smiles=CC(C)C(C)(Cl)Cl homo_lumo_gap_ev=11.57 homo_energy_ev=-10.678 e_lumo_ev=0.891
Cl 0.32280 -1.26568 -2.20286 -0.177
Cl 2.55231 -0.14682 -0.70715 -0.158
C 0.72142 -1.67278 0.43253 -1.397
C 0.13312 1.32352 1.06956 -1.554
C -1.55422 0.44275 -0.66122 -1.369
C 0.81449 -0.57309 -0.60561 0.724
C -0.03832 0.69425 -0.32579 0.313
H 1.47876 -2.39969 0.17437 0.423
H -0.26714 -2.13807 0.39538 0.327
H 0.86985 -1.32828 1.46206 0.327
H -0.32721 2.36212 1.09933 0.394
H -0.33159 0.68600 1.79448 0.384
H 1.17723 1.35712 1.30704 0.391
H -1.75415 0.49327 -1.73786 0.404
H -1.90799 -0.53255 -0.26611 0.276
H -2.14679 1.23415 -0.20653 0.392
H 0.25742 1.46379 -1.02162 0.301

=====

2.
21
Properties=species:S:1:pos:R:3:mulliken_charge:R:1 method="wB97M-V/def2-TZVPD" smiles="C=NNCC(=O)S.C[C@H](F)Cl" homo_lumo_gap_ev=10.03 homo_energy_ev=-9.465 e_lumo_ev=0.568
C -2.35449 0.60713 -0.64074 -0.756
C -2.48189 -0.73797 0.02735 0.112
C 2.11136 -1.84396 -0.04914 0.433
C 2.41957 -0.56246 0.73209 -0.427
C 0.82657 2.28014 -0.49857 -0.496
H -2.72375 1.40073 0.01333 0.344
H -2.92744 0.61320 -1.57045 0.349
H -1.30023 0.79103 -0.86886 0.082
H -1.94729 -0.79922 0.97664 0.345
H -0.10810 -1.18113 0.20193 -0.032
H 3.38404 -0.20524 0.35040 0.312
H 2.55951 -0.86904 1.77554 0.327
H 1.38646 1.05322 1.51608 0.282
H 0.47222 2.78358 0.40843 0.300
H 0.74198 2.79908 -1.44943 0.311
N 1.38163 0.44359 0.69959 -0.107
N 1.32801 1.11287 -0.49775 -0.364
O 3.00927 -2.55852 -0.41337 -0.529
F -1.99930 -1.71002 -0.80081 -0.245
S 0.41425 -2.30510 -0.31082 -0.047
Cl -4.19236 -1.11193 0.39857 -0.194

=====

3.
19
Properties=species:S:1:pos:R:3:mulliken_charge:R:1 method="wB97M-V/def2-TZVPD" homo_lumo_gap_ev="7.40 / 7.26" homo_energy_ev="-8.512 / -8.531" e_lumo_ev="-1.108 / -1.273"
C -0.51676 -0.07444 1.87351 -0.291
C 0.78553 -2.08010 0.37584 -0.104
C -0.94113 0.33666 -1.85564 -1.543
C 0.92369 1.15625 -0.51769 -1.310
C -0.56392 0.82225 -0.42469 0.207
N 0.32012 -1.18861 2.43561 -0.534
N 0.91643 -1.85150 1.58710 0.246
N -0.96394 -0.19620 0.51327 -0.520
Cl 1.96031 -2.67691 -0.64926 -0.117
H -1.42432 -0.04940 2.62233 0.320
H 0.00920 0.93007 2.18313 0.226
H -0.14672 -1.36680 0.16017 0.621
H -0.92843 1.12428 -2.57655 0.426
H -0.23073 -0.38839 -2.04920 0.346
H -1.84799 -0.17326 -1.74968 0.445
H 0.91341 1.82657 -1.36094 0.452
H 1.66522 0.44577 -0.74814 0.276
H 1.21993 1.72922 0.32377 0.412
H -1.14993 1.67454 -0.14295 0.443

=====

4.
18
Properties=species:S:1:pos:R:3:mulliken_charge:R:1 method="wB97M-V/def2-TZVPD" smiles=CNC[C@]1(CCl)CO1 homo_lumo_gap_ev=10.28 homo_energy_ev=-9.412 e_lumo_ev=0.872
C 2.53450 0.58939 0.13209 -0.913
C 0.52726 -0.68545 -0.13232 -0.682
C -0.98981 -0.47288 -0.15613 1.021
C -1.52039 0.75535 -0.85293 -0.756
C -1.81147 -1.12882 0.87425 -0.759
H 3.15476 0.15762 -0.70949 0.254
H 2.91984 1.64763 0.27931 0.315
H 2.72154 0.06033 1.08861 0.339
H 0.70336 1.18515 0.49476 0.214
H 0.80547 -1.21600 -1.05613 0.287
H 0.75793 -1.36756 0.72742 0.351
H -2.58872 0.56715 -1.17113 0.395
H -0.95269 1.03253 -1.73840 0.360
H -2.76547 -0.67406 1.04495 0.261
H -1.32185 -1.68204 1.61420 0.321
N 1.13472 0.62932 -0.20766 -0.279
O -1.71764 -1.62020 -0.43401 -0.517
Cl -1.59134 2.22256 0.20261 -0.213

=====

5.
19
Properties=species:S:1:pos:R:3:mulliken_charge:R:1 method="wB97M-V/def2-TZVPD" homo_lumo_gap_ev="3.50 / 11.11" s2=0.75 homo_energy_ev="-3.239 / -10.720" multiplicity=2 e_lumo_ev="0.260 / 0.389"
H -1.46906 3.25867 -0.85703 0.270
O -1.79603 -0.08676 -1.59849 -0.264
O -0.93603 0.83679 0.20505 -0.587
C -1.67606 0.94025 -0.77467 0.668
O -2.72608 1.74556 -0.79688 -0.275
C -2.44682 3.04710 -0.25203 -0.165
C -1.73652 0.14312 -3.02178 -0.127
C -1.89269 -1.18470 -3.71970 -1.154
H -2.54150 0.83921 -3.29030 0.267
H -0.77064 0.60827 -3.25802 0.293
H -2.86827 -1.63613 -3.49685 0.303
H -1.82039 -1.02319 -4.80357 0.368
H -1.10014 -1.88280 -3.41997 0.288
C -3.65674 3.91734 -0.43050 -1.119
H -2.12101 2.89125 0.78360 0.309
H -3.88767 4.06414 -1.49432 0.296
H -3.46805 4.89835 0.02410 0.361
H -4.53710 3.47352 0.05573 0.290
Cs 2.24879 -1.49308 1.65195 -0.023

=====

6.
17
Properties=species:S:1:pos:R:3:mulliken_charge:R:1 method="wB97M-V/def2-TZVPD" smiles="C=C(C)C.FCF" homo_lumo_gap_ev=10.36 homo_energy_ev=-9.465 e_lumo_ev=0.896
C -1.28489 -1.16758 -0.21301 -1.052
C -1.02966 0.98051 0.85960 -0.847
C -1.24152 0.85329 -1.65472 -0.994
C 2.75408 -0.42814 0.52392 0.428
C -1.09707 0.25115 -0.48478 0.833
F 3.22562 0.68832 -0.01578 -0.240
F 3.01205 -1.46603 -0.27013 -0.258
H -2.08106 -1.47526 0.41821 0.329
H -0.37917 -1.39023 0.48936 0.228
H -1.27723 -1.67240 -1.14401 0.305
H -0.02486 0.48146 1.32170 0.186
H -1.83296 0.77220 1.57315 0.299
H -0.88413 2.13050 0.71729 0.261
H -1.22969 1.98813 -1.53201 0.159
H 3.16085 -0.63557 1.46473 0.195
H -1.39315 0.43994 -2.56408 0.395
H 1.60280 -0.35029 0.51058 -0.226